{
  "formula": "C47H40BIN8P2Ru",
  "method": "ωB97M-V/def2-TZVPD",
  "de_lowest_kcal_mol": 2.0,
  "charge": 2,
  "s2": 6.0500,
  "orbital_gap_ev": [6.6, 3.8],
  "spin_multiplicity": 5,
  "species": ["I", "Ru", "P", "P", "N", "N", "N", "N", "N", "N", "N", "N", "C", "C", "C", "C", "C", "C", "C", "C", "C", "C", "C", "C", "C", "C", "C", "C", "C", "C", "C", "C", "C", "C", "C", "C", "C", "C", "C", "C", "C", "C", "C", "C", "C", "C", "C", "C", "C", "C", "C", "C", "C", "C", "C", "C", "C", "C", "C", "B", "H", "H", "H", "H", "H", "H", "H", "H", "H", "H", "H", "H", "H", "H", "H", "H", "H", "H", "H", "H", "H", "H", "H", "H", "H", "H", "H", "H", "H", "H", "H", "H", "H", "H", "H", "H", "H", "H", "H", "H"],
  "positions_angstrom": [[2.48526, -1.80416, -1.20508], [0.15151, -0.33572, 0.03894], [-2.67505, -4.09986, 2.16989], [-0.32494, -1.93129, 1.75243], [0.42286, 1.16267, -1.42128], [-1.22029, 1.41670, 0.87438], [1.08381, 4.35099, 0.47767], [1.65700, 0.65104, 1.16063], [-0.56320, 2.56418, 1.16725], [0.61839, 2.44843, -1.04715], [1.87063, 1.99054, 1.10020], [2.36643, 4.77923, 0.31913], [-7.24217, -3.53347, 2.61904], [-5.21917, -4.79503, 2.94293], [-4.47503, -3.79601, 2.31177], [2.27955, 6.09189, 0.19813], [0.78361, -5.42384, -0.01614], [2.68428, 0.11685, 1.84364], [-2.26959, 1.35697, 1.70245], [-2.23688, -1.16925, -1.35446], [0.54430, 3.24307, -2.11860], [1.56077, -3.25724, -3.63561], [1.84656, -3.71576, 1.90064], [-1.17147, -2.74409, -3.41033], [0.31468, 0.27159, 5.10996], [0.10153, -0.11443, 3.79536], [0.07886, -4.29476, 0.37154], [0.52286, -2.03788, 5.75248], [1.07054, -2.51249, -2.56794], [0.59715, -3.44152, 1.34438], [-2.55526, -2.46213, -3.34105], [-1.53481, -4.84204, 6.56899], [-3.07838, -1.66881, -2.32349], [-2.21861, -4.34696, 3.91780], [-1.41629, -5.43602, 4.24092], [0.29468, 2.46363, -3.23787], [-2.34093, -3.75219, 6.25306], [-0.83765, -1.43159, -1.34749], [0.08998, -1.46774, 3.45263], [-1.07254, -5.68249, 5.56674], [-0.29554, -2.22747, -2.40993], [0.29933, -2.43168, 4.44152], [-2.30370, 2.47250, 2.53549], [0.68555, -3.75804, -4.59044], [0.93925, 6.54031, 0.25634], [3.56141, 1.10995, 2.23700], [2.02236, -5.69776, 0.55115], [-1.19006, 3.20488, 2.17152], [3.00601, 2.28459, 1.74674], [-6.51990, -2.55053, 1.96670], [0.53085, -0.68979, 6.08813], [-6.58965, -4.66145, 3.10079], [-5.14287, -2.68204, 1.80821], [-2.12379, -2.34130, 1.89765], [0.21573, 1.17039, -2.75102], [0.20926, 5.40287, 0.42778], [-2.68483, -3.50645, 4.93293], [2.55580, -4.84012, 1.50308], [-0.67074, -3.50201, -4.47902], [0.77377, 2.88725, 0.44060], [2.62259, -3.44601, -3.72628], [-3.33179, -2.66872, 4.69187], [-0.86611, -4.07085, -0.10410], [0.70293, -0.39112, 7.11504], [3.35199, 3.30160, 1.81715], [-2.71161, -3.10433, 7.03885], [0.26362, -3.48653, 4.20504], [0.57487, 7.55195, 0.18205], [-0.45606, -6.53790, 5.81579], [-7.02628, -1.67250, 1.58247], [-1.27978, -5.04252, 7.60264], [-8.31203, -3.42591, 2.74844], [-3.02730, 2.71106, 3.29865], [0.18137, 2.78992, -4.25884], [4.47630, 1.00771, 2.79798], [-7.15110, -5.44058, 3.60089], [3.52292, -5.04986, 1.94416], [0.35837, -6.09767, -0.75008], [-0.85987, 5.26615, 0.49001], [-1.06436, -6.09352, 3.45221], [-0.05192, 0.64373, 3.03748], [-3.20408, -2.86404, -4.11149], [-2.66426, -0.53459, -0.58812], [2.27173, -3.05760, 2.64824], [0.31541, 1.32386, 5.36769], [-4.71832, -5.68109, 3.31691], [2.57008, -6.58360, 0.25296], [2.72644, -0.94742, 2.02662], [-2.48285, -1.70923, 2.71410], [-0.80611, 4.13606, 2.56244], [1.07333, -4.33837, -5.41819], [0.03986, 0.25902, -3.29691], [0.68598, -2.79070, 6.51417], [-1.36518, -3.87607, -5.22336], [3.18151, 6.67218, 0.06493], [-2.96432, 0.52920, 1.65232], [0.67744, 4.31202, -2.02996], [-4.13688, -1.44164, -2.29189], [-2.62391, -2.03449, 0.98111], [-4.60215, -1.89851, 1.28850]],
  "forces_ev_per_a": [[-0.082, -0.142, -0.306], [-0.188, 1.072, -0.391], [0.100, -0.218, -0.179], [-0.498, -0.850, 0.769], [-0.163, -0.162, -0.173], [-0.119, -0.316, 0.210], [-0.179, -0.090, 0.287], [0.242, -0.223, -0.034], [-0.004, 0.010, -0.002], [-0.001, -0.088, 0.019], [0.093, 0.057, -0.062], [-0.299, 0.259, -0.033], [-0.068, -0.037, 0.025], [-0.080, 0.027, -0.024], [-0.021, 0.109, 0.084], [0.109, -0.035, -0.054], [0.031, -0.019, 0.004], [-0.048, 0.101, -0.022], [-0.051, 0.085, -0.093], [0.177, -0.133, -0.092], [0.065, 0.113, -0.033], [-0.109, -0.032, -0.067], [-0.017, 0.038, 0.049], [-0.114, 0.000, 0.012], [-0.025, 0.021, -0.013], [-0.030, 0.027, 0.059], [0.111, 0.071, -0.146], [0.087, 0.050, -0.015], [0.285, 0.120, 0.304], [-0.052, 0.036, 0.041], [0.036, -0.039, -0.070], [0.000, -0.021, -0.015], [-0.062, -0.055, -0.022], [-0.217, 0.113, 0.089], [-0.006, -0.013, 0.001], [-0.047, -0.101, -0.046], [-0.101, 0.022, -0.093], [0.168, 0.210, 0.018], [0.235, 0.182, -0.059], [0.052, -0.017, -0.002], [-0.128, -0.031, 0.073], [0.058, 0.069, -0.030], [-0.018, -0.078, 0.060], [0.060, -0.007, 0.008], [0.265, 0.171, -0.059], [0.045, 0.009, 0.009], [-0.028, -0.052, -0.043], [0.092, 0.005, -0.001], [-0.025, -0.015, 0.066], [0.096, 0.077, -0.094], [-0.009, -0.055, 0.000], [0.057, -0.066, 0.000], [-0.050, -0.017, 0.040], [0.248, 0.160, -0.177], [0.111, 0.185, 0.037], [0.017, -0.213, -0.056], [0.058, -0.160, 0.082], [0.019, 0.036, 0.040], [-0.082, -0.045, -0.054], [0.050, -0.063, 0.034], [-0.029, 0.011, 0.020], [-0.008, -0.033, 0.020], [-0.102, -0.068, 0.058], [-0.001, -0.001, -0.047], [-0.065, 0.003, -0.069], [0.027, -0.029, -0.035], [0.078, 0.031, -0.005], [0.026, -0.073, 0.011], [-0.028, 0.037, -0.008], [0.038, -0.043, 0.009], [-0.005, 0.004, -0.034], [0.051, -0.014, -0.003], [0.059, -0.007, -0.089], [0.037, 0.003, 0.097], [-0.093, 0.005, -0.041], [0.023, 0.022, -0.013], [-0.055, 0.012, -0.017], [0.031, 0.034, 0.009], [0.099, -0.025, 0.002], [-0.016, 0.001, 0.041], [-0.002, -0.036, 0.065], [0.006, 0.022, 0.053], [0.036, 0.081, 0.044], [-0.041, -0.038, 0.062], [0.011, -0.047, -0.009], [-0.028, 0.010, 0.053], [-0.023, 0.042, 0.015], [-0.016, 0.080, -0.041], [-0.014, 0.082, -0.061], [-0.050, -0.096, -0.058], [-0.050, 0.023, 0.028], [-0.002, -0.047, 0.064], [-0.010, 0.048, -0.059], [0.070, 0.006, 0.025], [-0.090, -0.014, 0.034], [0.086, 0.040, 0.023], [0.014, -0.116, 0.028], [0.041, -0.031, -0.048], [0.034, 0.065, -0.038], [-0.081, 0.013, 0.055]],
  "mulliken_spin": [0.13, 2.61, 0.00, 0.07, 0.10, 0.14, 0.00, 0.13, -0.01, -0.01, -0.02, 0.00, 0.00, 0.00, 0.00, 0.00, 0.00, -0.02, 0.01, 0.00, 0.04, 0.02, 0.03, -0.04, 0.00, 0.01, 0.02, 0.00, 0.08, 0.02, 0.21, 0.00, 0.05, 0.00, 0.00, 0.01, 0.00, 0.23, -0.03, 0.00, 0.07, -0.01, 0.01, 0.01, 0.00, 0.01, 0.01, 0.02, 0.04, 0.00, 0.00, 0.00, 0.00, 0.01, -0.01, 0.00, 0.00, -0.01, 0.16, -0.04, 0.00, 0.00, -0.01, 0.00, 0.00, 0.00, 0.00, 0.00, 0.00, 0.00, 0.00, 0.00, 0.00, 0.00, 0.00, 0.00, 0.00, 0.00, 0.00, 0.00, -0.01, -0.01, -0.02, 0.00, 0.00, 0.00, 0.00, 0.00, 0.01, 0.00, 0.00, 0.00, 0.00, 0.00, 0.00, 0.00, 0.00, 0.00, -0.02, 0.00]
}